Entry 1:
{"formula": "C9H5Cl2F3O", "method": "wB97M-V/def2-TZVPD", "e_homo_ev": -9.87, "multiplicity": 1, "de_lowest_kcal_mol": 0.0, "charge": 0, "orbital_gap_ev": 10.2737, "symbols": ["O", "C", "F", "C", "Cl", "C", "C", "C", "C", "C", "C", "C", "F", "F", "Cl", "H", "H", "H", "H", "H"], "positions_angstrom": [[2.446, 2.478, -0.367], [2.018, 1.477, -0.665], [2.117, 1.003, -1.940], [1.326, 0.367, 0.286], [1.812, 1.007, 1.895], [-0.139, 0.186, 0.130], [-0.872, 0.688, -0.913], [-2.219, 0.523, -0.863], [-2.863, -0.228, 0.013], [-2.164, -0.943, 0.995], [-0.790, -0.756, 1.054], [2.199, -0.931, 0.071], [3.445, -0.577, -0.261], [2.332, -1.621, 1.249], [1.470, -1.994, -1.064], [-0.516, 1.318, -1.598], [-2.856, 0.966, -1.545], [-3.891, -0.208, 0.001], [-2.696, -1.685, 1.603], [-0.160, -1.071, 1.918]]}

=====

Entry 2:
{"formula": "C9H60O27", "method": "wB97M-V/def2-TZVPD", "e_homo_ev": -10.48, "multiplicity": 1, "charge": 0, "orbital_gap_ev": 10.3893, "symbols": ["C", "C", "C", "O", "O", "C", "C", "C", "C", "C", "O", "C", "O", "H", "H", "H", "H", "H", "H", "H", "H", "H", "H", "H", "H", "H", "H", "O", "H", "H", "O", "H", "H", "O", "H", "H", "O", "H", "H", "O", "H", "H", "O", "H", "H", "O", "H", "H", "O", "H", "H", "O", "H", "H", "O", "H", "H", "O", "H", "H", "O", "H", "H", "O", "H", "H", "O", "H", "H", "O", "H", "H", "O", "H", "H", "O", "H", "H", "O", "H", "H", "O", "H", "H", "O", "H", "H", "O", "H", "H", "O", "H", "H", "O", "H", "H"], "positions_angstrom": [[4.515, 2.014, -0.215], [4.837, 0.612, 0.321], [3.662, -0.152, 0.838], [3.576, -0.493, 1.996], [2.690, -0.546, -0.042], [1.771, 0.538, -0.363], [0.350, 0.075, -0.149], [-0.656, 1.085, -0.707], [-0.295, 2.576, -0.719], [-1.036, 3.068, 0.508], [-2.307, 2.377, 0.409], [-1.952, 1.103, 0.107], [-2.565, 0.140, 0.476], [3.856, 2.507, 0.502], [5.400, 2.635, -0.283], [3.976, 2.007, -1.157], [5.503, 0.748, 1.169], [5.380, 0.056, -0.440], [1.925, 0.858, -1.393], [1.970, 1.372, 0.302], [0.190, -0.899, -0.602], [0.179, -0.041, 0.923], [-0.971, 0.809, -1.716], [-0.646, 3.132, -1.585], [0.743, 2.880, -0.609], [-0.538, 2.704, 1.411], [-1.138, 4.139, 0.597], [2.333, -2.514, -2.399], [3.163, -2.719, -2.839], [2.592, -2.036, -1.601], [1.058, -2.094, 2.732], [1.803, -1.691, 2.257], [0.907, -1.495, 3.476], [1.674, 3.415, -3.259], [0.992, 2.984, -3.785], [1.566, 4.355, -3.465], [1.268, 1.112, -4.743], [2.070, 1.572, -4.457], [1.593, 0.320, -5.182], [-0.215, -0.915, 5.543], [0.316, -1.671, 5.819], [-1.089, -1.286, 5.380], [-1.988, -2.427, 2.563], [-1.136, -2.084, 2.867], [-1.726, -3.107, 1.933], [-0.740, -2.260, -1.880], [-0.429, -3.148, -2.082], [-1.631, -2.219, -2.241], [-0.462, -4.088, 4.755], [-1.031, -4.686, 4.260], [-0.851, -3.225, 4.587], [-0.025, 5.629, -3.912], [-0.709, 5.213, -4.447], [-0.102, 6.567, -4.110], [-1.530, -0.155, -4.075], [-0.819, 0.212, -4.620], [-2.134, 0.585, -3.956], [-1.826, 0.181, -6.935], [-1.104, -0.245, -7.407], [-2.103, -0.462, -6.270], [-5.095, -0.398, -0.707], [-5.725, -0.776, -0.083], [-4.302, -0.257, -0.167], [-3.469, 5.304, 1.523], [-3.173, 4.393, 1.395], [-4.377, 5.295, 1.206], [-0.568, 6.128, 1.227], [-1.509, 6.057, 1.449], [-0.292, 6.977, 1.583], [3.869, -3.172, 3.494], [3.118, -3.446, 2.956], [3.819, -2.208, 3.481], [6.104, 0.701, -2.646], [6.989, 1.018, -2.440], [6.252, -0.060, -3.217], [-5.280, -3.229, -1.511], [-6.191, -3.377, -1.241], [-5.082, -2.324, -1.225], [-3.361, -3.794, 3.599], [-2.861, -3.198, 3.023], [-4.142, -3.286, 3.839], [5.948, 3.212, 2.422], [5.305, 2.913, 3.074], [6.799, 3.101, 2.859], [-5.464, -2.757, 1.516], [-4.683, -2.909, 0.971], [-5.473, -3.504, 2.124], [-7.756, -0.737, 1.740], [-7.932, -0.494, 2.654], [-6.955, -1.273, 1.778], [-3.846, -5.937, -1.847], [-4.392, -6.555, -2.342], [-4.234, -5.069, -2.024], [6.774, -3.273, 2.841], [5.836, -3.122, 3.033], [7.243, -2.865, 3.574]]}

=====

Entry 3:
{"formula": "C9H62CdNO23", "method": "wB97M-V/def2-TZVPD", "e_homo_ev": -9.45, "multiplicity": 1, "de_lowest_kcal_mol": 0.0, "charge": 1, "orbital_gap_ev": 5.2407, "symbols": ["Cd", "C", "C", "C", "C", "C", "C", "N", "O", "C", "C", "C", "H", "H", "H", "H", "H", "H", "H", "H", "H", "H", "H", "H", "H", "H", "H", "H", "H", "H", "O", "H", "H", "O", "H", "H", "O", "H", "H", "O", "H", "H", "O", "H", "H", "O", "H", "H", "O", "H", "H", "O", "H", "H", "O", "H", "H", "O", "H", "H", "O", "H", "H", "O", "H", "H", "O", "H", "H", "O", "H", "H", "O", "H", "H", "O", "H", "H", "O", "H", "H", "O", "H", "H", "O", "H", "H", "O", "H", "H", "O", "H", "H", "O", "H", "H"], "positions_angstrom": [[-1.249, -0.490, -3.894], [0.476, -1.730, 0.622], [-0.522, -0.559, 0.471], [-0.475, 0.317, 1.724], [0.696, 1.242, 1.820], [0.690, 2.140, 0.616], [0.759, 1.273, -0.658], [-0.269, 0.271, -0.701], [-0.285, -0.372, -1.923], [2.189, 0.720, -0.782], [0.530, 2.247, -1.806], [-1.923, -1.143, 0.401], [1.301, -1.612, 1.316], [0.902, -1.955, -0.353], [-0.115, -2.585, 0.951], [-0.562, -0.328, 2.607], [-1.410, 0.900, 1.717], [1.652, 0.729, 1.966], [0.622, 1.865, 2.717], [1.571, 2.786, 0.601], [-0.158, 2.832, 0.614], [2.888, 1.496, -0.464], [2.415, 0.364, -1.786], [2.347, -0.103, -0.085], [0.625, 1.803, -2.801], [1.308, 3.016, -1.760], [-0.445, 2.723, -1.712], [-2.125, -1.801, 1.248], [-1.977, -1.813, -0.470], [-2.716, -0.407, 0.266], [-1.963, 1.526, -3.584], [-1.959, 2.354, -4.087], [-2.156, 1.792, -2.628], [-5.148, 0.179, -0.959], [-5.965, 0.257, -0.450], [-4.854, -0.752, -0.842], [2.345, -2.742, 3.172], [2.198, -1.833, 3.471], [1.515, -3.219, 3.421], [-1.826, 4.938, -1.037], [-2.709, 5.251, -1.278], [-1.950, 3.992, -0.836], [-0.717, 2.200, 4.986], [-0.976, 2.992, 4.454], [-1.553, 1.838, 5.299], [-0.375, 6.007, 1.243], [0.553, 5.987, 0.976], [-0.863, 5.571, 0.511], [1.615, 3.936, 4.925], [0.866, 3.319, 4.857], [1.450, 4.429, 5.737], [-2.802, -4.658, 0.418], [-1.814, -4.856, 0.414], [-3.085, -4.760, 1.334], [0.670, 0.148, -4.638], [0.868, 1.062, -4.896], [1.370, -0.404, -5.052], [2.540, -2.679, -2.061], [1.987, -1.979, -1.683], [2.838, -2.310, -2.911], [2.945, -4.011, 0.801], [3.514, -3.570, 0.153], [2.906, -3.417, 1.594], [-2.774, 1.738, -0.935], [-3.513, 1.157, -1.235], [-1.984, 1.132, -0.913], [-1.310, -4.330, -2.172], [-2.095, -4.488, -1.638], [-0.590, -4.496, -1.536], [1.403, -0.224, 5.116], [0.650, 0.204, 4.678], [2.113, 0.432, 5.074], [-1.485, 3.953, 2.998], [-1.076, 4.724, 2.547], [-1.935, 3.468, 2.296], [-0.049, -5.356, 0.132], [0.119, -6.217, 0.540], [0.760, -4.829, 0.348], [-4.397, -2.629, -1.224], [-4.889, -3.302, -1.722], [-3.833, -3.139, -0.596], [6.272, 1.921, 0.100], [5.657, 1.219, 0.345], [7.147, 1.547, 0.260], [3.314, -1.322, -4.455], [3.530, -1.223, -5.392], [3.346, -0.413, -4.089], [3.807, 1.585, -4.035], [3.368, 2.349, -3.635], [4.406, 1.958, -4.698], [-3.153, -1.124, -3.169], [-3.447, -1.710, -2.410], [-3.916, -1.058, -3.766], [-0.195, -3.469, 3.924], [-0.576, -3.073, 4.721], [-0.884, -3.402, 3.251]]}

=====

Entry 4:
{"formula": "C9H63F6NO23PPt", "method": "wB97M-V/def2-TZVPD", "e_homo_ev": [-10.80, -10.61], "multiplicity": 3, "s2": 2.002, "charge": 1, "orbital_gap_ev": [7.9046, 7.7079], "symbols": ["Pt", "P", "F", "F", "F", "F", "F", "F", "O", "H", "H", "O", "H", "H", "O", "H", "H", "O", "H", "H", "O", "H", "H", "O", "H", "H", "O", "H", "H", "O", "H", "H", "O", "H", "H", "O", "H", "H", "O", "H", "H", "O", "H", "H", "O", "H", "H", "O", "H", "H", "O", "H", "H", "O", "H", "H", "O", "H", "H", "O", "H", "H", "O", "H", "H", "O", "H", "H", "O", "H", "H", "O", "H", "H", "C", "C", "C", "C", "C", "C", "N", "O", "C", "C", "C", "H", "H", "H", "H", "H", "H", "H", "H", "H", "H", "H", "H", "H", "H", "H", "H", "H", "H", "H"], "positions_angstrom": [[0.025, -0.696, -1.120], [-2.900, 3.709, 0.591], [-2.654, 2.307, 1.335], [-1.320, 3.909, 0.218], [-3.132, 2.992, -0.863], [-3.144, 5.195, -0.038], [-4.471, 3.749, 0.910], [-2.591, 4.516, 1.952], [1.092, 1.070, -1.748], [1.076, 1.522, -2.592], [1.794, 1.500, -1.259], [4.864, 0.480, 0.622], [4.463, 0.368, -0.240], [5.047, -0.412, 0.918], [1.338, -2.412, -1.945], [1.276, -3.360, -1.829], [2.151, -2.282, -2.432], [-0.210, 0.048, -5.995], [0.436, -0.258, -6.631], [-0.990, -0.477, -6.175], [3.430, -1.983, -3.757], [4.042, -2.108, -4.482], [3.973, -1.659, -3.038], [-0.663, -5.352, -0.029], [-1.395, -5.865, -0.371], [-0.804, -5.336, 0.918], [-4.133, 1.395, -2.679], [-3.963, 2.202, -2.194], [-5.026, 1.152, -2.435], [-2.143, -0.161, -1.268], [-2.783, 0.369, -1.743], [-2.578, -0.381, -0.444], [-0.605, -2.349, 0.128], [-1.156, -2.224, 0.901], [-0.494, -3.298, 0.063], [0.847, 1.883, -4.156], [1.750, 1.908, -4.474], [0.339, 1.569, -4.904], [3.508, 2.345, -1.820], [4.388, 2.038, -2.038], [3.600, 3.294, -1.731], [-0.485, -0.757, -3.370], [-0.277, -0.431, -4.246], [-1.017, -1.538, -3.524], [-1.824, -2.880, -4.100], [-2.781, -2.892, -4.077], [-1.589, -3.591, -4.697], [-4.750, -2.937, -1.098], [-4.592, -2.124, -0.618], [-5.565, -3.278, -0.731], [-0.523, 0.648, 0.817], [0.195, 0.943, 1.377], [-1.282, 1.150, 1.115], [-4.761, -0.490, 0.307], [-4.773, 0.346, 0.772], [-5.603, -0.524, -0.147], [1.122, -5.358, -2.001], [0.800, -5.740, -1.185], [1.928, -5.839, -2.190], [-2.667, 1.663, -5.042], [-1.980, 2.196, -4.643], [-3.258, 1.453, -4.319], [3.972, -2.580, 0.757], [4.747, -2.663, 1.312], [3.878, -3.438, 0.343], [-2.630, -2.174, 1.755], [-2.850, -2.932, 2.297], [-3.453, -1.692, 1.672], [1.795, -0.867, 0.276], [2.511, -1.495, 0.375], [1.898, -0.267, 1.015], [-0.065, -5.064, -4.468], [0.144, -5.008, -3.535], [0.736, -4.782, -4.910], [1.446, 0.488, 5.392], [0.617, 0.542, 4.044], [-0.667, 1.382, 4.296], [-0.477, 2.908, 4.505], [0.270, 3.476, 3.294], [1.622, 2.739, 2.904], [1.347, 1.237, 2.944], [2.473, 0.528, 2.595], [1.941, 3.147, 1.448], [2.773, 3.156, 3.849], [0.101, -0.833, 3.677], [0.895, -0.108, 6.120], [1.616, 1.468, 5.837], [2.451, 0.133, 5.166], [-1.298, 1.189, 3.428], [-1.198, 0.986, 5.162], [0.150, 3.078, 5.380], [-1.435, 3.415, 4.614], [0.414, 4.525, 3.555], [-0.377, 3.613, 2.428], [1.065, 2.852, 0.870], [1.965, 4.237, 1.463], [2.875, 2.766, 1.034], [2.849, 4.241, 3.783], [2.640, 3.100, 4.930], [3.752, 2.815, 3.513], [-0.266, -1.248, 4.615], [0.893, -1.529, 3.400], [-0.702, -0.827, 2.939], [2.987, 0.559, 3.405]]}

=====

Entry 5:
{"formula": "C9H6AuCl3O8", "method": "wB97M-V/def2-TZVPD", "e_homo_ev": [-8.88, -8.97], "multiplicity": 1, "de_lowest_kcal_mol": 42.1, "charge": 0, "orbital_gap_ev": [6.2173, 6.4081], "symbols": ["Au", "Cl", "C", "C", "C", "Cl", "C", "O", "C", "C", "O", "C", "H", "H", "H", "O", "Cl", "O", "O", "O", "C", "O", "C", "O", "H", "H", "H"], "positions_angstrom": [[-1.512, -0.656, -1.027], [4.437, 3.807, -0.709], [3.240, 2.538, -0.777], [3.655, 1.197, -0.788], [2.745, 0.187, -0.861], [3.282, -1.465, -0.840], [1.349, 0.432, -0.938], [0.551, -0.623, -0.980], [0.968, 1.797, -0.927], [-0.387, 2.239, -1.063], [-1.370, 1.564, -1.366], [1.929, 2.826, -0.827], [4.710, 0.958, -0.726], [-0.554, 3.315, -0.910], [1.596, 3.863, -0.811], [-3.955, -3.039, 0.473], [-3.546, -2.711, -0.873], [-4.250, -3.463, -1.879], [-3.709, -1.215, -1.110], [-2.074, -2.913, -1.020], [-0.664, -1.662, 3.088], [-0.735, -1.485, 1.633], [-1.554, -0.560, 1.236], [-2.226, 0.196, 1.761], [0.066, -2.440, 3.236], [-1.640, -1.958, 3.456], [-0.352, -0.732, 3.548]]}

=====

- Which value of charge does entry 4 give?
  +1

=====

- What is the charge in the third record?
  +1

=====

- What is the formula in the fourth record?
  C9H63F6NO23PPt